DFT (wB97M-V/def2-TZVPD) results for a structure of composition C37H51AgAsGeN4OSTe.

ORCA input file:
```
! RIJCOSX wB97M-V def2-TZVPD def2/J DEFGRID3
* xyz -2 2
Ag -0.6420 -0.2581 3.0846
C 4.4390 -1.2141 3.4470
Ge 2.7505 -1.1642 2.3759
C 2.5471 -3.0105 1.7655
C 3.2831 -0.1158 0.7877
C 1.4499 -0.3437 3.4972
H 5.2703 -1.6445 2.8782
H 4.2762 -1.8232 4.3407
H 4.7215 -0.2081 3.7708
H 3.4842 -3.3193 1.2927
H 1.7284 -3.1067 1.0498
H 2.3421 -3.6769 2.6063
H 4.1459 -0.5872 0.3079
H 3.5503 0.9065 1.0729
H 2.4626 -0.0740 0.0662
H 1.7786 0.7175 3.4756
C -0.8626 -3.2761 2.7247
C -0.8443 -2.6488 1.3149
O -1.1108 -3.4635 0.3833
N -0.5390 -1.3665 1.2170
Te -0.2235 -0.9111 -1.0117
C -0.1757 -0.3451 -3.3163
C -1.0558 0.5186 -3.9886
C -2.2909 1.0469 -3.2987
C -0.8167 0.9289 -5.3059
C 0.3081 0.5180 -6.0050
C 0.5725 0.9767 -7.4176
C 1.1957 -0.3243 -5.3457
C 0.9684 -0.7559 -4.0365
C 2.0004 -1.6790 -3.4198
C -2.2916 -1.3023 -1.2854
C -2.6826 -2.4070 -2.0509
C -1.6859 -3.3656 -2.6418
C -4.0430 -2.6735 -2.2179
C -5.0206 -1.8939 -1.6220
C -6.4855 -2.2093 -1.7909
C -4.6107 -0.8230 -0.8388
C -3.2650 -0.5133 -0.6579
C -2.9114 0.6645 0.2090
H -0.7948 -4.3618 2.6348
H -1.8028 -3.0219 3.2261
H -0.0458 -2.8945 3.3429
H -2.0388 1.4246 -2.3038
H -3.0360 0.2620 -3.1449
H -2.7484 1.8543 -3.8757
H -1.5246 1.5987 -5.7914
H -0.2250 1.6329 -7.7703
H 0.6394 0.1315 -8.1084
H 1.5119 1.5301 -7.4915
H 2.0894 -0.6641 -5.8668
H 2.7315 -1.9911 -4.1703
H 1.5320 -2.5629 -2.9846
H 2.5420 -1.1985 -2.6010
H -1.0987 -3.7918 -1.8225
H -1.0005 -2.8658 -3.3288
H -2.2014 -4.1652 -3.1799
H -4.3374 -3.5348 -2.8118
H -6.6278 -3.0576 -2.4626
H -7.0334 -1.3582 -2.2042
H -6.9494 -2.4596 -0.8332
H -5.3575 -0.2090 -0.3413
H -3.8093 1.1051 0.6465
H -2.3951 1.4370 -0.3672
H -2.2397 0.3601 1.0147
C -2.2241 -0.1688 7.4939
As -1.2290 0.0394 5.7967
C -0.5160 1.8171 6.0664
C 0.2009 -1.1548 6.3163
S -2.8387 0.0401 4.3795
H -1.6182 0.1468 8.3467
H -2.4926 -1.2185 7.6119
H -3.1322 0.4278 7.4288
H 0.0713 1.8515 6.9845
H -1.3634 2.4976 6.1234
H 0.1080 2.0639 5.2091
H 0.4312 -0.9099 7.3553
H 1.0231 -1.0034 5.6155
H -0.1561 -2.1811 6.2312
N 4.8051 3.9564 -5.3906
C 4.2383 3.8132 -4.3983
C 3.5351 3.6631 -3.1328
C 2.7860 2.5221 -2.8702
C 2.1336 2.3902 -1.6568
C 2.2248 3.4064 -0.7049
C 2.9662 4.5516 -0.9747
C 3.6258 4.6747 -2.1867
N 1.5639 3.2733 0.5360
C 1.7627 3.9893 1.7110
C 0.9007 3.4556 2.6150
N 0.1527 2.4480 2.0373
C 0.5577 2.3736 0.8085
H 2.7026 1.7309 -3.6040
H 1.5623 1.4909 -1.4661
H 3.0159 5.3533 -0.2500
H 4.2027 5.5645 -2.4031
H 2.5284 4.7371 1.8089
H 0.7935 3.7252 3.6534
H 0.1806 1.6604 0.0872
*
```

The gap between HOMO and LUMO (spin up / spin down) comes out at 4.633 / 4.805 eV. Its expectation value of S² is 0.756. As for the LUMO energy (spin up / spin down): 4.04 / 4.04 eV.

=====

DFT (wB97M-V/def2-TZVPD) results for a cluster of 2 separate species, C2H3NO2 in total.

ORCA input file:
```
! RIJCOSX wB97M-V def2-TZVPD def2/J DEFGRID3
* xyz 0 3
C -1.1653 0.6007 -0.3942
C -1.7783 -0.4103 -0.2788
N 2.7507 0.2148 0.4317
O 3.5280 -0.2200 -0.4102
O -2.5282 -1.4390 0.1349
H -0.3736 1.1154 -0.9717
H 2.8549 1.2813 0.7201
H -3.2883 -1.1429 0.7682
*
```

The gap between HOMO and LUMO (spin up / spin down) comes out at 9.351 / 8.695 eV. Its expectation value of S² is 2.008. As for the LUMO energy (spin up / spin down): 0.39 / -1.05 eV.

=====

DFT (wB97M-V/def2-TZVPD) results for the molecule C6H12O.

ORCA input file:
```
! RIJCOSX wB97M-V def2-TZVPD def2/J DEFGRID3
* xyz 0 1
C -2.2589 0.5131 0.1273
C -1.0293 -0.3217 0.4437
C -0.4779 -1.0498 -0.7824
O 0.8130 -1.5244 -0.4371
C 1.4580 -0.5085 0.2635
C 2.3547 0.3428 -0.5894
C 0.1449 0.4861 0.9446
H -3.0476 -0.1128 -0.2988
H -2.0163 1.3003 -0.5965
H -2.6581 1.0007 1.0222
H -1.2832 -1.0896 1.1873
H -1.0656 -1.9223 -1.0634
H -0.4371 -0.3657 -1.6460
H 1.4881 -0.6002 1.3239
H 3.0991 -0.2323 -1.1482
H 2.8562 1.0776 0.0403
H 1.7430 0.8812 -1.3277
H 0.2487 1.4637 0.4818
H 0.0681 0.6619 2.0547
*
```

The gap between HOMO and LUMO comes out at 10.012 eV. As for the LUMO energy: 1.08 eV.

=====

The calculation returns the following ΔE to the lowest compared entry with this formula, charge and spin values, one per record and in order: 55.7; 383.4; 203.8 kJ/mol.